No. 1
A structure of composition C43H38BaN7, computed with ωB97M-V with the def2-TZVPD basis set.

Structure (XYZ):
```
89
C43H38BaN7, DFT ωB97M-V with the def2-TZVPD basis set
Ba 0.236 0.392 0.208
C -2.129 -1.739 2.423
C -1.551 -0.789 3.489
C -0.101 -1.061 3.795
C 0.315 -1.438 5.065
C 1.658 -1.697 5.291
C 2.549 -1.578 4.239
C 2.048 -1.193 3.006
N 0.762 -0.938 2.780
N -2.392 -1.047 1.152
C -2.654 -1.985 0.056
C -1.559 -3.008 -0.148
C -1.888 -4.338 -0.371
C -0.875 -5.269 -0.534
C 0.439 -4.840 -0.448
C 0.672 -3.493 -0.226
N -0.292 -2.587 -0.092
C -3.544 -0.156 1.306
C -3.508 1.072 0.436
C -4.644 1.513 -0.226
C -4.589 2.705 -0.936
C -3.403 3.415 -0.959
C -2.310 2.897 -0.278
N -2.355 1.748 0.400
H -3.047 -2.218 2.794
H -1.409 -2.533 2.235
H -2.126 -0.848 4.412
H -1.630 0.242 3.133
H -0.408 -1.526 5.864
H 2.000 -1.989 6.275
H 3.605 -1.769 4.366
H 2.711 -1.075 2.155
H -2.769 -1.400 -0.862
H -3.601 -2.522 0.215
H -2.927 -4.638 -0.407
H -1.109 -6.311 -0.712
H 1.267 -5.527 -0.548
H 1.689 -3.124 -0.155
H -3.576 0.199 2.338
H -4.484 -0.701 1.141
H -5.556 0.933 -0.179
H -5.464 3.070 -1.459
H -3.309 4.350 -1.495
H -1.349 3.399 -0.291
N 3.130 0.974 0.364
C 3.206 2.072 1.273
C 3.722 1.879 2.549
C 3.796 2.931 3.447
C 3.356 4.190 3.067
C 2.844 4.381 1.793
C 2.751 3.335 0.877
C 2.184 3.561 -0.484
C 2.773 4.545 -1.283
C 2.267 4.824 -2.544
C 1.147 4.135 -2.984
C 0.563 3.179 -2.157
C 1.059 2.812 -0.896
H 3.949 0.385 0.467
H 3.099 1.323 -0.591
H 4.094 0.900 2.833
H 4.206 2.770 4.435
H 3.413 5.021 3.758
H 2.499 5.361 1.489
H 3.638 5.089 -0.917
H 2.736 5.575 -3.167
H 0.724 4.348 -3.959
H -0.333 2.691 -2.545
C -2.493 0.829 -4.070
C -2.042 0.501 -2.789
N -0.833 0.049 -2.518
C 0.030 -0.109 -3.548
C -0.335 0.184 -4.876
C -1.631 0.670 -5.120
C 0.589 -0.016 -5.950
C 1.820 -0.505 -5.715
C 2.238 -0.814 -4.382
C 3.518 -1.332 -4.127
C 3.883 -1.610 -2.837
C 2.965 -1.337 -1.821
N 1.760 -0.844 -2.017
C 1.374 -0.601 -3.289
H -3.499 1.201 -4.207
H -2.713 0.632 -1.947
H -1.928 0.909 -6.133
H 0.268 0.227 -6.955
H 2.520 -0.668 -6.525
H 4.197 -1.504 -4.952
H 4.855 -2.017 -2.596
H 3.242 -1.524 -0.788
```

Properties
**ΔE to the lowest compared entry with this formula, charge and spin**: 0.7 kJ/mol
**Frontier orbital gap**: 0.244 Eh
**Largest force on an atom**: 0.4 eV/A
**Charge**: +1
**HOMO**: -9.09 eV
**E_tot**: -2070.1200 Ha

=====

No. 2
A structure of composition C43H38F9N5O8TeTi, computed with ωB97M-V with the def2-TZVPD basis set.

Structure (XYZ):
```
105
C43H38F9N5O8TeTi, DFT ωB97M-V with the def2-TZVPD basis set
Ti -0.079 0.689 -0.106
O 3.742 0.919 -0.275
C 3.906 0.851 1.123
C 2.686 1.265 1.940
N 1.438 0.480 1.791
C 1.645 -0.973 1.723
C 1.362 -1.457 0.296
O 1.230 -2.640 0.048
O 1.318 -0.497 -0.602
C 0.483 0.918 2.827
C -0.542 1.961 2.327
O -1.065 2.720 3.116
O -0.838 1.851 1.070
H 2.896 0.490 -0.481
H 4.704 1.554 1.373
H 4.253 -0.155 1.410
H 2.421 2.287 1.670
H 3.004 1.245 2.996
H 0.947 -1.502 2.359
H 2.652 -1.284 2.014
H 0.989 1.328 3.705
H -0.132 0.072 3.138
C -5.442 -3.897 -0.652
C -4.261 -3.047 -0.252
C -3.373 -3.469 0.714
C -2.260 -2.704 1.101
C -1.483 -3.107 2.281
O -0.948 -2.309 3.032
C -1.410 -4.551 2.645
C -1.334 -4.887 3.998
C -1.181 -6.202 4.395
C -1.076 -7.209 3.442
C -1.129 -6.881 2.093
C -1.301 -5.566 1.695
C -2.000 -1.472 0.430
O -0.941 -0.755 0.677
C -2.959 -1.016 -0.531
C -4.054 -1.802 -0.847
C -2.705 0.318 -1.084
N -1.446 0.590 -1.584
C -0.993 -0.215 -2.724
C -0.718 -1.730 -2.566
Te 0.733 -2.392 -4.042
C 2.494 -2.904 -2.946
C 3.487 -1.973 -2.690
C 4.645 -2.351 -2.024
C 4.825 -3.667 -1.628
C 3.833 -4.603 -1.888
C 2.675 -4.222 -2.545
C -3.683 1.361 -1.032
C -4.926 1.224 -0.369
C -5.858 2.241 -0.387
C -5.601 3.436 -1.054
C -4.380 3.595 -1.706
C -3.445 2.583 -1.705
H -5.642 -4.663 0.097
H -5.256 -4.399 -1.606
H -6.340 -3.288 -0.771
H -3.560 -4.404 1.230
H -1.406 -4.089 4.724
H -1.129 -6.449 5.449
H -0.934 -8.237 3.750
H -1.018 -7.661 1.350
H -1.318 -5.308 0.644
H -4.753 -1.435 -1.592
H -0.087 0.274 -3.093
H -1.752 -0.127 -3.519
H -1.622 -2.315 -2.728
H -0.299 -2.008 -1.608
H 3.362 -0.941 -2.987
H 5.399 -1.604 -1.810
H 5.732 -3.962 -1.113
H 3.956 -5.632 -1.572
H 1.890 -4.946 -2.723
H -5.133 0.315 0.180
H -6.802 2.114 0.133
H -6.331 4.236 -1.054
H -4.162 4.523 -2.222
H -2.499 2.692 -2.218
N 2.823 2.989 -4.106
C 1.819 3.105 -3.141
C 1.599 2.086 -2.223
N 0.664 2.169 -1.269
C -0.074 3.305 -1.286
C 0.120 4.269 -2.242
N 1.065 4.198 -3.189
H 3.650 2.522 -3.767
H 3.024 3.890 -4.514
H 2.206 1.193 -2.264
H -0.808 3.425 -0.507
H -0.488 5.165 -2.250
F 3.569 4.381 -0.603
C 3.558 4.952 0.607
F 4.384 4.221 1.393
F 4.162 6.163 0.464
C 2.080 4.986 1.194
O 1.432 3.888 0.961
C 1.408 6.278 0.561
F 1.739 6.432 -0.740
F 1.762 7.447 1.166
F 0.074 6.211 0.617
C 2.240 5.304 2.743
F 1.137 5.867 3.268
F 2.479 4.182 3.438
F 3.272 6.150 3.037
```

Properties
**ΔE to the lowest compared entry with this formula, charge and spin**: 216.8 kJ/mol
**Frontier orbital gap (spin up / spin down)**: 0.171 / 0.245 Eh
**Largest force on an atom**: 3.6 eV/A
**Charge**: -2
**HOMO (spin up / spin down)**: -1.04 / -3.06 eV
**E_tot**: -4553.6242 Ha
**2S+1**: 3

=====

No. 3
A structure of composition C43H38HgN7O15, computed with ωB97M-V with the def2-TZVPD basis set.

Structure (XYZ):
```
104
C43H38HgN7O15, DFT ωB97M-V with the def2-TZVPD basis set
Hg -0.750 2.788 -4.354
C -0.130 2.072 -1.059
O -0.561 2.081 -2.371
H -0.048 3.075 -0.605
H -0.823 1.506 -0.427
H 0.901 1.723 -0.897
C 3.265 0.255 -2.084
C 4.440 -0.283 -1.575
C 4.643 -1.654 -1.537
C 3.721 -2.466 -2.190
C 2.654 -1.917 -2.880
C 2.370 -0.578 -2.749
N 3.977 -3.906 -2.321
O 4.774 -4.394 -1.549
O 3.352 -4.530 -3.154
H 2.962 1.288 -1.968
H 5.075 0.459 -1.104
H 5.421 -2.098 -0.932
H 1.975 -2.640 -3.315
H 1.480 -0.116 -3.161
C 2.658 -3.233 1.030
C 2.101 -4.436 1.415
C 0.716 -4.569 1.447
C -0.085 -3.488 1.129
C 0.449 -2.281 0.677
C 1.826 -2.182 0.665
N -1.534 -3.637 1.048
O -2.193 -2.624 0.812
O -2.047 -4.714 1.232
H 3.730 -3.089 1.074
H 2.714 -5.296 1.648
H 0.283 -5.510 1.759
H -0.152 -1.428 0.409
H 2.257 -1.286 0.231
C -0.475 2.850 4.496
C -0.123 2.966 3.154
C 0.219 4.214 2.663
C 0.212 5.297 3.519
C -0.212 5.198 4.826
C -0.495 3.936 5.351
N 0.613 6.616 3.006
O 0.214 7.605 3.580
O 1.248 6.637 1.967
H -0.744 1.863 4.857
H -0.142 2.094 2.515
H 0.523 4.307 1.630
H -0.290 6.049 5.486
H -0.852 3.873 6.368
C 3.613 2.853 1.361
C 4.995 3.019 1.162
C 5.862 2.072 1.661
C 5.385 0.883 2.207
C 4.033 0.655 2.173
C 3.124 1.649 1.834
N 6.296 -0.100 2.759
O 7.479 0.146 2.800
O 5.813 -1.138 3.183
H 2.938 3.690 1.221
H 5.316 3.933 0.684
H 6.916 2.320 1.691
H 3.644 -0.287 2.538
H 2.064 1.452 1.908
C -3.445 2.236 2.092
C -3.249 0.881 1.882
C -3.644 -0.008 2.867
C -4.275 0.474 4.010
C -4.336 1.831 4.265
C -3.933 2.732 3.288
N -4.884 -0.522 4.897
O -5.421 -0.112 5.904
O -4.859 -1.685 4.551
H -3.192 2.933 1.300
H -2.831 0.507 0.957
H -3.542 -1.068 2.683
H -4.709 2.221 5.202
H -4.053 3.803 3.367
C -4.830 -1.856 -1.859
C -5.481 -1.873 -3.093
C -5.233 -0.855 -3.990
C -4.344 0.161 -3.667
C -3.643 0.132 -2.468
C -3.866 -0.907 -1.575
N -4.110 1.250 -4.595
O -4.927 1.428 -5.456
O -3.105 1.953 -4.460
H -5.045 -2.668 -1.175
H -6.168 -2.686 -3.273
H -5.777 -0.803 -4.924
H -2.852 0.838 -2.244
H -3.349 -0.875 -0.626
C -0.692 -4.101 -3.177
C -1.006 -2.870 -2.604
C -0.938 -1.735 -3.385
C -0.516 -1.792 -4.701
C 0.029 -2.969 -5.211
C -0.076 -4.108 -4.431
N -0.503 -0.561 -5.484
O -0.630 0.539 -4.931
O -0.371 -0.693 -6.670
H -0.992 -5.003 -2.662
H -1.467 -2.885 -1.625
H -1.120 -0.768 -2.930
H 0.335 -3.065 -6.243
H 0.452 -4.996 -4.756
```

Properties
**ΔE to the lowest compared entry with this formula, charge and spin**: 0.0 kJ/mol
**Frontier orbital gap**: 0.181 Eh
**Largest force on an atom**: 2.5 eV/A
**Charge**: +1
**HOMO**: -11.99 eV
**E_tot**: -3325.6563 Ha

=====

largest force on an atom of number 3 (C43H38HgN7O15)? 2.5 eV/A

=====

Number 3 is which compound? C43H38HgN7O15